--- i ---
Molecular formula: C7H9NO
Method: DFT, ωB97M-V/def2-TZVPD

## Properties
**HOMO-LUMO gap**: 10.2 eV
**Total charge**: 0

Last column: Mulliken charge in e.
Positions of all 18 atoms, in Å:
1 C 0.046 -1.614 1.774  -0.53
2 C -1.663 -0.079 0.837  -0.40
3 C -0.499 0.351 -0.044  0.68
4 C -0.362 -0.245 -1.345  -0.60
5 C 0.714 0.274 -2.074  -0.21
6 C 1.483 1.255 -1.609  -0.36
7 C 1.197 1.798 -0.337  -0.19
8 H 0.167 -2.309 0.927  0.26
9 H 0.730 -0.634 2.035  0.27
10 H -0.032 -2.361 2.789  0.20
11 H -2.293 0.795 1.382  0.23
12 H -2.551 -0.569 0.125  0.21
13 H -0.935 -1.092 -1.600  0.43
14 H 1.140 -0.287 -3.244  0.13
15 H 2.341 1.713 -2.130  0.36
16 H 1.666 2.680 0.251  0.34
17 N 0.178 1.363 0.444  -0.49
18 O -1.327 -1.040 1.817  -0.32

--- ii ---
Molecular formula: C7H9NO
Method: DFT, ωB97M-V/def2-TZVPD

## Properties
**HOMO-LUMO gap**: 10.0 eV
**Total charge**: 0
**Structure (SMILES)**: CCC(C)=O.C#CC#N

Last column: Mulliken charge in e.
Positions of all 18 atoms, in Å:
1 C -1.358 -2.023 0.271  -1.28
2 C -0.573 -0.783 0.703  -0.21
3 C 0.603 -0.569 -0.223  0.69
4 C 0.257 -0.048 -1.595  -1.20
5 O 1.730 -0.844 0.101  -0.57
6 H -2.152 -2.232 0.982  0.38
7 H -0.698 -2.887 0.224  0.33
8 H -1.807 -1.876 -0.708  0.33
9 H -0.198 -0.930 1.717  0.28
10 H -1.230 0.085 0.695  0.18
11 H -0.545 0.686 -1.548  0.34
12 H 1.138 0.377 -2.072  0.31
13 H -0.087 -0.890 -2.201  0.39
14 C 2.234 2.080 0.717  0.32
15 C 1.075 2.412 0.741  0.23
16 C -0.251 2.722 0.753  -0.41
17 N -1.380 2.942 0.744  -0.48
18 H 3.240 1.777 0.699  0.38

How do the energies compare? Relative to the most stable structure, in kcal/mol: i 25.1; ii 0.0.

--- i ---
Molecular formula: C3H10N4
Method: DFT, ωB97M-V/def2-TZVPD

## Properties
**HOMO-LUMO gap (alpha / beta)**: 8.8 / 8.8 eV
**Total charge**: +2

Last column: Mulliken charge in e.
Positions of all 17 atoms, in Å:
1 C 6.703 -3.243 -4.788  0.27
2 C -8.864 3.879 5.091  0.33
3 C -9.564 3.476 3.964  -0.73
4 N -8.327 4.240 6.039  0.08
5 N 6.012 -2.790 -5.612  -0.17
6 N 6.635 -2.154 -1.384  -0.55
7 N 6.164 -2.557 -2.708  -0.38
8 H 7.132 -2.918 -0.938  0.26
9 H -9.371 2.417 3.758  0.32
10 H -10.638 3.615 4.121  0.32
11 H -9.254 4.068 3.096  0.32
12 H -7.780 4.519 6.833  0.35
13 H 5.262 -2.164 -5.854  0.31
14 H 7.242 -1.345 -1.475  0.26
15 H 7.510 -3.907 -4.575  0.37
16 H 5.554 -3.359 -2.545  0.32
17 H 5.585 -1.778 -3.022  0.30

--- ii ---
Molecular formula: C3H10N4
Method: DFT, ωB97M-V/def2-TZVPD

## Properties
**HOMO-LUMO gap**: 11.1 eV
**Total charge**: +2
**Structure (SMILES)**: N[N@@+]1([NH+]2CC2)CN1

Last column: Mulliken charge in e.
Positions of all 17 atoms, in Å:
1 N -0.610 -1.491 -0.608  -0.76
2 N -0.760 -0.280 -0.081  0.79
3 N 0.608 0.507 0.254  0.01
4 C 1.795 -0.242 0.710  -0.32
5 C 1.785 0.385 -0.605  -0.32
6 C -1.862 0.943 -0.262  -0.09
7 N -1.877 -0.007 0.735  -0.43
8 H -0.809 -1.717 -1.621  0.32
9 H -1.110 -2.243 -0.098  0.33
10 H 0.348 1.358 0.782  0.36
11 H 1.705 -1.276 0.781  0.32
12 H 2.396 0.273 1.605  0.29
13 H 2.467 1.203 -0.734  0.31
14 H 1.808 -0.176 -1.515  0.31
15 H -2.429 0.748 -1.124  0.30
16 H -1.540 1.916 0.060  0.28
17 H -1.917 0.100 1.722  0.28

--- iii ---
Molecular formula: C3H10N4
Method: DFT, ωB97M-V/def2-TZVPD

## Properties
**HOMO-LUMO gap**: 9.3 eV
**Total charge**: +2

Last column: Mulliken charge in e.
Positions of all 17 atoms, in Å:
1 C 0.155 1.434 0.651  -0.01
2 C -2.216 2.010 1.211  -0.62
3 C 1.802 -2.927 -1.170  -0.01
4 N 0.944 0.515 0.264  -0.40
5 N -1.151 1.073 0.792  0.47
6 N -1.469 -0.073 0.421  -0.47
7 N 1.864 -1.838 -1.864  -0.07
8 H 0.439 2.456 0.703  0.33
9 H -1.892 2.968 0.777  0.31
10 H -3.167 1.593 0.705  0.37
11 H -2.146 2.114 2.312  0.32
12 H 1.635 -3.864 -1.628  0.30
13 H 1.981 -2.821 -0.102  0.27
14 H 1.984 0.767 0.084  0.35
15 H 1.549 -1.877 -2.804  0.30
16 H -2.446 -0.356 0.654  0.34
17 H 2.014 -0.899 -1.496  0.22

How do the energies compare? Relative to the most stable structure, in kcal/mol: i 0.0; ii 133.6; iii 34.4.

--- i ---
Molecular formula: C26H75N3O10
Method: DFT, ωB97M-V/def2-TZVPD

## Properties
**HOMO-LUMO gap**: 6.4 eV
**Total charge**: 0

Last column: Mulliken charge in e.
Positions of all 114 atoms, in Å:
1 C -2.334 -2.098 -1.820  -1.26
2 C -2.149 -0.592 -1.466  0.67
3 C -1.138 0.157 -2.300  -1.90
4 O -0.879 1.591 -1.994  -0.03
5 C -0.259 2.187 -3.083  -1.75
6 N -3.412 0.100 -1.588  -0.27
7 H -3.231 -2.392 -1.276  0.53
8 H -1.520 -2.716 -1.441  -0.13
9 H -2.599 -2.328 -2.851  0.33
10 H -1.977 -0.519 -0.392  1.05
11 H -1.415 0.093 -3.352  0.98
12 H -0.194 -0.388 -2.322  0.40
13 H -0.750 2.245 -4.055  0.51
14 H 0.656 1.637 -3.305  0.77
15 H 0.205 3.109 -2.731  0.32
16 H -3.766 -0.042 -2.524  0.45
17 H -3.067 1.047 -1.532  -0.44
18 C -6.330 1.627 0.140  -1.74
19 C -5.115 1.301 -0.684  0.26
20 C -3.954 2.341 -0.816  -0.71
21 O -3.031 2.141 0.281  -0.53
22 C -1.699 2.695 0.068  -0.04
23 N -4.607 0.080 -0.092  -0.89
24 H -6.884 2.492 -0.226  0.39
25 H -6.164 1.734 1.212  0.32
26 H -6.969 0.746 0.087  0.42
27 H -5.351 1.039 -1.715  0.51
28 H -4.122 3.398 -1.024  0.58
29 H -3.459 2.128 -1.763  0.34
30 H -1.431 2.708 -0.989  0.49
31 H -0.888 2.213 0.615  0.45
32 H -1.721 3.744 0.363  0.33
33 H -3.767 0.439 0.340  0.33
34 H -4.189 -0.511 -0.797  0.77
35 C 0.545 -3.657 -1.044  -1.73
36 C 0.079 -3.549 0.429  1.24
37 C -1.476 -3.394 0.523  -0.11
38 O -2.003 -3.629 1.828  -0.56
39 C -1.884 -2.470 2.683  -1.30
40 N 0.470 -4.762 1.072  -0.71
41 H 0.749 -2.716 -1.556  0.47
42 H -0.088 -4.268 -1.688  0.24
43 H 1.486 -4.206 -1.056  0.16
44 H 0.514 -2.748 1.026  0.31
45 H -1.884 -4.027 -0.265  0.58
46 H -1.785 -2.469 0.035  -0.76
47 H -2.276 -1.507 2.355  0.47
48 H -0.868 -2.162 2.932  0.65
49 H -2.438 -2.597 3.613  0.35
50 H -0.120 -4.774 1.892  0.43
51 H 1.404 -4.639 1.435  0.38
52 C -0.961 -0.536 3.726  -1.40
53 C -1.790 0.665 3.242  -0.37
54 O -0.887 1.388 2.493  -0.77
55 H -0.079 -0.227 4.288  0.45
56 H -0.438 -1.075 2.936  -0.20
57 H -1.526 -1.291 4.273  0.84
58 H -2.088 1.258 4.107  0.47
59 H -2.708 0.399 2.718  -0.01
60 H -0.930 1.030 1.604  0.84
61 C 2.438 2.676 2.302  -0.87
62 C 1.971 1.624 3.346  -0.39
63 O 1.231 0.657 2.694  -0.38
64 H 3.183 2.159 1.697  0.00
65 H 3.046 3.464 2.747  0.63
66 H 1.621 3.127 1.739  0.04
67 H 1.383 2.015 4.176  0.44
68 H 2.832 1.097 3.759  0.42
69 H 0.371 1.055 2.535  -0.20
70 C 2.624 1.452 -1.515  0.50
71 C 3.847 0.581 -2.034  -1.36
72 O 4.160 -0.185 -0.871  -0.44
73 H 2.112 1.809 -2.409  -2.05
74 H 3.027 2.312 -0.980  0.31
75 H 1.783 0.881 -1.122  1.23
76 H 4.604 1.119 -2.605  0.50
77 H 3.437 -0.072 -2.804  0.29
78 H 4.619 0.335 -0.208  0.68
79 C 0.848 2.813 -0.727  0.27
80 C 1.288 3.425 -2.108  -1.59
81 O 2.268 4.324 -1.774  -0.53
82 H 0.557 3.691 -0.151  0.33
83 H 1.720 2.328 -0.288  -0.17
84 H 0.040 2.084 -0.795  -0.37
85 H 0.380 3.884 -2.500  1.01
86 H 1.740 2.715 -2.800  1.03
87 H 1.809 5.148 -1.957  0.53
88 C 0.715 -0.624 0.373  0.89
89 C -0.095 0.636 0.254  -3.17
90 O -1.402 0.553 0.937  1.54
91 H 0.804 -1.128 1.336  -1.44
92 H 1.727 -0.669 -0.028  2.20
93 H 0.172 -1.296 -0.291  -1.23
94 H -0.168 0.994 -0.773  0.89
95 H 0.433 1.492 0.674  1.18
96 H -2.095 0.269 0.336  -1.23
97 C 3.818 -1.431 1.045  -1.95
98 C 2.656 -0.987 1.787  1.63
99 O 2.924 -0.302 2.917  -0.81
100 H 4.182 -0.754 0.273  0.02
101 H 3.580 -2.334 0.483  0.15
102 H 4.638 -1.477 1.762  0.55
103 H 1.956 -1.774 2.068  -0.32
104 H 2.162 -0.156 1.284  0.45
105 H 2.408 0.506 2.879  0.69
106 C 3.355 -3.578 -1.955  -1.57
107 C 3.771 -2.160 -1.519  -0.54
108 O 2.581 -1.365 -1.375  -0.09
109 H 2.677 -4.113 -1.290  0.48
110 H 4.202 -4.250 -2.094  0.49
111 H 2.929 -3.533 -2.957  0.33
112 H 4.459 -1.761 -2.263  0.29
113 H 4.365 -2.263 -0.611  0.63
114 H 2.798 -0.452 -1.170  -1.37

--- ii ---
Molecular formula: C26H75N3O10
Method: DFT, ωB97M-V/def2-TZVPD

## Properties
**HOMO-LUMO gap**: 9.5 eV
**Total charge**: 0
**Structure (SMILES)**: COC[C@H](C)N.COC[C@H](C)N.COC[C@H](C)N.CCO.CCO.CCO.CCO.CCO.CCO.CCO

Last column: Mulliken charge in e.
Positions of all 114 atoms, in Å:
1 C -0.453 -1.965 -1.274  0.18
2 O -0.870 -1.043 -0.305  0.22
3 C 0.004 0.057 -0.262  -0.55
4 C -0.638 1.156 0.572  1.64
5 C -1.922 1.684 -0.077  -1.38
6 N 0.307 2.269 0.783  -0.10
7 H 0.545 -2.396 -1.143  -0.11
8 H -0.490 -1.547 -2.291  -0.21
9 H -1.181 -2.771 -1.351  0.13
10 H 1.013 -0.180 0.106  0.51
11 H 0.140 0.429 -1.294  -0.26
12 H -0.872 0.740 1.567  -0.52
13 H -1.668 2.016 -1.083  0.12
14 H -2.335 2.461 0.568  0.38
15 H -2.680 0.901 -0.131  0.08
16 H 1.109 1.835 1.252  -0.12
17 H -0.143 2.830 1.514  0.27
18 C 4.500 3.814 -5.204  -0.75
19 O 3.363 3.348 -4.543  -0.31
20 C 3.613 2.891 -3.226  -0.72
21 C 2.318 2.562 -2.529  1.24
22 C 1.344 3.753 -2.512  -1.49
23 N 2.622 2.079 -1.168  -0.37
24 H 5.118 4.472 -4.584  0.31
25 H 4.184 4.365 -6.093  0.25
26 H 5.111 2.997 -5.616  0.28
27 H 4.236 1.989 -3.280  0.42
28 H 4.145 3.693 -2.694  0.38
29 H 1.790 1.773 -3.080  -0.38
30 H 1.751 4.615 -1.979  0.37
31 H 0.385 3.437 -2.110  0.16
32 H 1.171 4.108 -3.534  0.45
33 H 2.993 2.877 -0.649  0.36
34 H 1.718 1.943 -0.700  -0.20
35 C -2.694 -0.987 3.018  0.03
36 O -3.691 -0.341 3.774  -0.48
37 C -3.469 1.002 4.065  -0.90
38 C -2.211 1.266 4.894  1.95
39 C -2.188 0.439 6.170  -1.67
40 N -2.165 2.713 5.169  -0.59
41 H -2.734 -0.590 2.003  -0.25
42 H -2.914 -2.049 3.061  0.37
43 H -1.679 -0.863 3.412  0.20
44 H -3.429 1.550 3.116  0.27
45 H -4.299 1.417 4.639  0.48
46 H -1.282 1.033 4.367  -1.02
47 H -2.569 -0.575 5.985  0.35
48 H -2.928 0.764 6.913  0.38
49 H -1.218 0.368 6.658  0.40
50 H -3.059 3.068 5.501  0.27
51 H -1.522 2.931 5.925  0.25
52 C 2.744 -2.620 -2.414  -1.19
53 C 2.842 -1.148 -2.713  1.12
54 O 3.765 -0.494 -1.841  -0.73
55 H 1.911 -3.060 -2.968  0.21
56 H 2.598 -2.828 -1.352  0.05
57 H 3.639 -3.181 -2.691  0.37
58 H 1.861 -0.676 -2.559  -0.75
59 H 3.177 -0.969 -3.741  0.43
60 H 3.504 0.448 -1.771  0.26
61 C 2.169 -3.725 1.198  -1.05
62 C 0.845 -3.325 1.814  0.49
63 O -0.166 -4.277 1.384  -0.49
64 H 2.578 -4.556 1.779  0.42
65 H 2.927 -2.941 1.249  0.24
66 H 2.021 -4.055 0.173  0.10
67 H 0.579 -2.298 1.538  -0.57
68 H 0.816 -3.433 2.903  0.70
69 H -0.666 -4.482 2.175  0.28
70 C -1.582 0.178 -4.618  -1.17
71 C -0.234 -0.427 -4.944  0.89
72 O -0.386 -1.616 -5.702  -0.59
73 H -2.265 -0.658 -4.455  0.33
74 H -1.990 0.705 -5.487  0.37
75 H -1.587 0.927 -3.829  0.21
76 H 0.271 -0.688 -4.006  -0.63
77 H 0.411 0.328 -5.409  0.31
78 H 0.473 -2.047 -5.722  0.32
79 C 0.533 -5.379 -1.852  -0.34
80 C -0.490 -5.686 -2.921  -0.45
81 O -1.015 -6.983 -2.648  -0.53
82 H 1.060 -4.452 -2.082  -0.15
83 H 1.278 -6.174 -1.818  0.51
84 H -0.045 -5.317 -0.932  0.08
85 H -0.117 -5.642 -3.953  0.34
86 H -1.296 -4.937 -2.919  0.24
87 H -1.536 -7.300 -3.389  0.29
88 C -4.125 -3.287 0.356  -0.98
89 C -4.492 -1.882 -0.058  0.65
90 O -5.671 -1.947 -0.868  -0.60
91 H -3.203 -3.237 0.945  0.11
92 H -3.903 -3.919 -0.503  0.33
93 H -4.887 -3.750 0.981  0.35
94 H -3.675 -1.397 -0.601  -0.26
95 H -4.693 -1.282 0.839  0.16
96 H -5.814 -1.080 -1.260  0.31
97 C 2.129 0.894 4.284  -1.09
98 C 2.640 0.073 3.104  0.24
99 O 2.761 0.976 1.990  -0.57
100 H 1.114 1.240 4.106  -0.04
101 H 2.825 1.712 4.457  0.36
102 H 2.159 0.272 5.187  0.42
103 H 1.987 -0.789 2.911  -0.18
104 H 3.619 -0.365 3.337  0.49
105 H 3.378 0.572 1.360  0.24
106 C -0.162 5.900 1.835  -1.05
107 C -1.223 5.144 2.612  -0.34
108 O -0.823 3.855 2.990  -0.60
109 H -0.486 6.925 1.653  0.39
110 H 0.047 5.402 0.888  0.14
111 H 0.755 5.993 2.423  0.28
112 H -2.147 5.151 2.008  0.28
113 H -1.521 5.748 3.485  0.40
114 H -1.391 3.530 3.744  0.35

How do the energies compare? Relative to the most stable structure, in kcal/mol: i 1053.7; ii 0.0.

--- i ---
Molecular formula: C2H2F3N2
Method: DFT, ωB97M-V/def2-TZVPD

## Properties
**HOMO-LUMO gap (alpha / beta)**: 4.3 / 4.3 eV
**Total charge**: +1

Last column: Mulliken charge in e.
Positions of all 9 atoms, in Å:
1 C -1.094 0.709 0.295  -0.36
2 C 0.805 -1.597 -1.430  0.80
3 N 0.258 1.758 1.891  -0.86
4 N -0.586 1.303 1.171  0.56
5 F 1.107 -1.110 -2.565  0.03
6 F 1.614 -1.496 -0.450  0.05
7 F -0.288 -2.235 -1.275  0.05
8 H -1.845 0.422 -0.383  0.44
9 H 0.029 2.247 2.746  0.28

--- ii ---
Molecular formula: C2H2F3N2
Method: DFT, ωB97M-V/def2-TZVPD

## Properties
**HOMO-LUMO gap (alpha / beta)**: 6.6 / 6.6 eV
**Total charge**: +1

Last column: Mulliken charge in e.
Positions of all 9 atoms, in Å:
1 C -0.572 0.386 -0.192  -0.82
2 C -1.751 -2.068 0.804  0.80
3 N -1.175 2.352 1.032  -0.33
4 N -0.871 1.497 0.368  0.51
5 F -2.885 -1.512 0.954  -0.02
6 F -0.957 -2.190 1.811  0.00
7 F -1.551 -2.786 -0.227  -0.01
8 H 0.165 -0.316 0.076  0.49
9 H -0.743 0.131 -1.206  0.38

How do the energies compare? Relative to the most stable structure, in kcal/mol: i 36.2; ii 0.0.